[1]
ORCA calculation (ωB97M-V with the def2-TZVPD basis set) on a molecular structure, C2H4F6N3P3 at a distorted geometry.

XYZ file:
```
18
Properties=species:S:1:pos:R:3:forces:R:3
C -2.067 1.314 -0.332 2.3 0.7 -1.4
C -2.354 -0.135 -0.180 2.0 0.0 -0.9
N -0.926 1.827 -0.601 0.2 -2.6 -0.6
N 1.643 -0.590 1.612 -0.5 -0.5 -1.1
N 1.150 -1.297 -0.987 -0.6 1.2 0.6
F 2.940 1.533 1.830 -0.5 -0.2 -1.6
F 0.722 1.507 2.300 -0.6 0.5 -1.2
F -0.196 0.005 -2.688 0.4 -0.1 1.9
F 1.710 1.113 -1.975 -1.3 -1.0 1.3
F 0.587 -2.915 0.917 0.7 1.2 -0.3
F 2.911 -2.508 0.621 -1.8 0.7 -0.9
P 1.612 0.950 1.080 1.0 -0.2 4.1
P 0.576 0.187 -1.258 0.1 2.2 -3.2
P 1.524 -1.704 0.520 1.6 -1.4 1.1
H -2.826 2.084 -0.278 -0.4 0.2 0.4
H -3.142 -0.205 0.538 -0.1 -0.9 0.7
H -1.285 -0.506 -0.001 -1.9 -0.2 0.9
H -2.578 -0.660 -1.118 -0.5 0.5 0.0
```
Forces are in eV/Å.

Output
HOMO-LUMO gap (alpha / beta): 0.2896 / 0.2894 Ha
HOMO (alpha / beta): -10.16 / -10.16 eV
charge: 0

***

[2]
ORCA calculation (ωB97M-V with the def2-TZVPD basis set) on a molecular structure, C7H14N2 at a distorted geometry.

XYZ file:
```
23
Properties=species:S:1:pos:R:3:forces:R:3
C -1.370 -0.555 0.639 -1.6 0.6 -0.2
C 0.158 -0.661 0.700 -0.3 0.0 0.1
C 0.677 -2.078 0.633 0.6 -0.8 -1.4
C 0.610 0.225 1.910 -1.3 -0.9 1.3
C 0.876 0.440 -0.060 1.7 0.4 -2.1
C 0.486 0.917 -1.482 2.4 0.8 0.8
C -0.821 1.431 -1.826 -1.9 1.2 -1.8
H -1.804 -1.291 1.343 0.2 0.6 0.1
H -1.963 -0.729 -0.298 1.3 -0.2 0.3
H -1.691 0.503 0.910 0.3 -1.4 0.1
H 1.751 -2.085 0.909 -0.5 -0.1 0.1
H 0.682 -2.559 -0.434 -0.5 0.9 1.9
H 0.092 -2.685 1.343 0.4 -0.1 -0.4
H -0.107 0.302 2.773 0.7 0.0 -0.7
H 1.582 -0.063 2.269 0.5 -0.2 0.3
H -0.209 1.869 1.080 1.3 -0.6 -0.6
H 2.049 0.238 -0.088 -2.3 0.0 0.0
H 1.369 1.430 -1.953 -1.0 -0.5 0.3
H -1.070 2.262 -2.574 1.0 -1.1 1.2
H -1.648 1.318 -1.149 -0.1 0.0 0.4
H -0.008 0.244 -3.333 -0.5 -0.1 1.0
N 0.729 1.395 1.049 -1.0 1.5 0.4
N -0.369 0.132 -2.362 0.5 -0.2 -0.8
```
Forces are in eV/Å.

Output
HOMO-LUMO gap: 0.3624 Ha
HOMO: -8.87 eV
charge: 0

***

[3]
ORCA calculation (ωB97M-V with the def2-TZVPD basis set) on 2 unconnected molecules or ions with the total composition C3H7N3O2.

XYZ file:
```
15
Properties=species:S:1:pos:R:3:forces:R:3
C 1.695 -0.844 -1.137 0.0 0.0 0.1
N 0.849 0.031 -0.327 -0.3 0.0 0.2
C -0.961 0.524 -1.174 0.0 -0.1 0.0
N -1.035 -0.005 2.535 0.0 0.0 0.0
C -0.661 -0.292 1.291 0.2 0.0 0.0
O -0.851 1.868 -1.375 0.0 -0.2 0.0
N 0.498 -0.480 0.805 -0.1 0.1 -0.4
O -1.344 -0.216 -2.032 0.1 0.2 0.2
H -0.315 2.230 -0.657 0.0 -0.1 0.0
H -0.394 0.369 3.220 0.0 -0.1 -0.1
H -1.967 -0.226 2.842 0.1 0.0 -0.1
H -1.240 0.213 0.054 0.1 0.0 -0.1
H 2.591 -1.130 -0.582 -0.1 0.0 0.0
H 1.983 -0.295 -2.032 0.0 0.0 0.0
H 1.151 -1.747 -1.431 0.0 0.1 0.0
```
Forces are in eV/Å.

Output
HOMO-LUMO gap: 0.3144 Ha
HOMO: -8.58 eV
charge: 0

***

[4]
ORCA calculation (ωB97M-V with the def2-TZVPD basis set) on a single C3H3NO molecule at a distorted geometry.

XYZ file:
```
8
Properties=species:S:1:pos:R:3:forces:R:3
C -0.752 -0.617 -0.031 -0.3 0.1 -0.2
C -0.760 0.741 0.069 0.0 -0.7 -0.1
O 0.452 1.267 0.047 1.7 -2.1 -0.2
C 1.376 -0.150 -0.163 -1.9 1.7 1.3
N 0.534 -1.079 -0.159 0.5 -0.1 -0.1
H -1.583 -1.300 -0.063 0.0 0.1 0.0
H -1.683 1.330 0.119 0.8 0.2 0.0
H 2.424 -0.204 0.181 -0.8 0.8 -0.7
```
Forces are in eV/Å.

Output
HOMO-LUMO gap: 0.3719 Ha
SMILES: c1cocn1
HOMO: -9.16 eV
charge: 0

***

Values for E_tot, eV, ordered as above
-50784.9200; -10463.4732; -11786.0633; -6695.2026